[1]
C55H81As3N3O3S2Ti as an isolated structure at a distorted geometry. Source: the Open Molecules 2025 dataset; level of theory: ωB97M-V with the def2-TZVPD basis set.

Last column: Löwdin charge in e.
Cartesian coordinates (Å):
Ti  0.437  -0.904  0.301  1.017
C  -5.621  1.236  -3.352  -0.049
C  -4.882  -0.110  -3.422  -0.549
C  -5.919  -1.244  -3.401  -0.054
C  -4.124  -0.181  -4.750  -0.061
C  -3.933  -0.233  -2.228  -0.170
C  -2.577  0.048  -2.353  0.022
C  -1.746  -0.076  -1.249  -0.245
N  -0.405  0.319  -1.114  -0.037
C  0.368  0.401  -2.293  -0.219
C  0.388  1.405  -3.231  0.022
C  1.206  1.282  -4.359  -0.162
C  1.914  0.100  -4.514  0.019
C  1.909  -0.962  -3.585  -0.072
C  1.190  -0.723  -2.423  -0.214
O  1.167  -1.478  -1.293  -0.231
C  2.667  -2.251  -3.953  -0.512
C  4.176  -1.967  -3.950  -0.043
C  2.361  -3.456  -3.032  -0.032
C  2.256  -2.673  -5.378  -0.055
C  1.236  2.416  -5.389  -0.557
C  -0.129  2.494  -6.088  -0.045
C  1.519  3.751  -4.684  -0.052
C  2.316  2.202  -6.451  -0.067
C  -2.259  -0.654  -0.088  -0.245
O  -1.253  -1.037  0.780  -0.236
C  -3.616  -0.782  0.143  -0.098
C  -4.435  -0.567  -0.968  0.012
C  -4.177  -1.209  1.505  -0.524
C  -3.910  -2.707  1.703  -0.033
C  -3.514  -0.411  2.639  -0.050
C  -5.684  -0.953  1.589  -0.064
H  -6.394  1.284  -4.126  0.086
H  -4.932  2.070  -3.507  0.077
H  -6.104  1.366  -2.379  0.082
H  -6.454  -1.272  -4.354  0.082
H  -6.663  -1.101  -2.614  0.076
H  -5.441  -2.214  -3.246  0.094
H  -4.836  -0.156  -5.579  0.084
H  -3.541  -1.103  -4.827  0.096
H  -3.446  0.666  -4.879  0.071
H  -2.148  0.385  -3.289  0.106
H  -0.242  2.279  -3.085  0.108
H  2.517  -0.024  -5.402  0.091
H  4.508  -1.598  -2.977  0.075
H  4.439  -1.214  -4.697  0.082
H  4.732  -2.882  -4.178  0.090
H  3.154  -3.626  -2.301  0.072
H  2.286  -4.365  -3.632  0.081
H  1.430  -3.349  -2.480  0.079
H  2.497  -1.920  -6.129  0.070
H  1.182  -2.868  -5.425  0.097
H  2.785  -3.590  -5.649  0.084
H  -0.933  2.664  -5.366  0.075
H  -0.344  1.561  -6.615  0.090
H  -0.145  3.313  -6.814  0.085
H  0.714  4.030  -4.001  0.071
H  1.621  4.552  -5.421  0.083
H  2.447  3.694  -4.109  0.091
H  2.123  1.312  -7.055  0.083
H  3.307  2.104  -5.998  0.090
H  2.337  3.060  -7.127  0.084
H  -5.502  -0.697  -0.852  0.097
H  -2.840  -2.923  1.661  0.046
H  -4.408  -3.289  0.923  0.092
H  -4.283  -3.040  2.677  0.092
H  -2.454  -0.645  2.738  0.020
H  -4.004  -0.644  3.590  0.089
H  -3.609  0.663  2.455  0.067
H  -6.252  -1.589  0.906  0.081
H  -5.921  0.093  1.370  0.089
H  -6.026  -1.173  2.603  0.085
C  3.570  -1.769  -0.031  0.013
C  2.739  -2.645  0.876  -0.252
N  1.502  -2.918  0.672  -0.019
N  0.924  -3.928  1.418  0.015
C  0.107  -3.783  2.376  -1.031
S  -0.491  -2.416  3.246  0.876
S  -0.689  -5.275  2.948  0.906
C  -0.012  -5.394  4.649  -0.419
C  1.291  -6.139  4.707  -0.289
C  1.319  -7.521  4.873  -0.051
C  2.527  -8.204  4.890  -0.086
C  3.721  -7.508  4.737  -0.086
C  3.698  -6.130  4.567  -0.071
C  2.489  -5.449  4.552  -0.025
C  3.234  -2.754  2.254  -0.130
C  4.350  -3.408  2.753  -0.034
C  4.720  -3.222  4.077  -0.131
C  3.976  -2.352  4.872  -0.079
C  2.885  -1.664  4.365  -0.012
C  2.486  -1.841  3.035  -0.392
O  1.468  -1.158  2.510  -0.396
H  3.516  -2.079  -1.068  0.047
H  4.599  -1.801  0.321  0.100
H  3.255  -0.724  0.008  0.071
H  -0.791  -5.894  5.222  0.077
H  0.092  -4.376  5.016  0.045
H  0.387  -8.066  4.985  0.113
H  2.538  -9.279  5.024  0.101
H  4.664  -8.040  4.754  0.099
H  4.626  -5.581  4.450  0.076
H  2.473  -4.369  4.419  0.090
H  4.906  -4.084  2.112  0.127
H  5.578  -3.741  4.487  0.102
H  4.256  -2.206  5.909  0.109
H  2.318  -0.984  4.991  0.117
C  -3.182  3.136  -1.237  -0.306
As  -2.298  2.872  0.490  1.164
C  -3.605  3.986  1.449  -0.330
C  -0.903  4.209  0.097  -0.358
C  0.150  4.479  1.184  -0.649
C  0.882  5.768  0.782  -0.065
C  1.226  3.388  1.266  -0.314
As  1.066  1.431  1.570  1.206
C  3.010  1.364  1.819  -0.264
C  0.428  1.434  3.409  -0.245
C  -0.569  4.684  2.535  -0.403
As  0.265  5.268  4.242  1.134
C  2.207  4.990  4.097  -0.352
C  0.307  7.197  3.887  -0.351
H  -3.336  4.204  -1.403  0.032
H  -4.144  2.624  -1.228  0.013
H  -2.582  2.724  -2.049  0.010
H  -3.617  5.007  1.060  0.027
H  -3.422  4.006  2.522  0.010
H  -4.582  3.532  1.276  0.018
H  -1.416  5.143  -0.154  0.078
H  -0.404  3.859  -0.814  0.072
H  1.290  5.675  -0.228  0.090
H  1.704  5.999  1.458  0.057
H  0.188  6.613  0.792  0.090
H  1.877  3.643  2.094  0.024
H  1.836  3.429  0.360  0.082
H  3.307  2.098  2.567  0.030
H  3.483  1.623  0.872  0.037
H  3.344  0.381  2.133  0.014
H  1.162  1.947  4.030  0.029
H  0.317  0.410  3.746  -0.003
H  -0.530  1.941  3.470  0.012
H  -1.091  3.767  2.800  -0.002
H  -1.350  5.436  2.391  0.061
H  2.460  3.935  4.203  -0.006
H  2.647  5.523  4.940  0.020
H  2.640  5.380  3.178  0.010
H  -0.679  7.525  3.558  0.018
H  1.044  7.460  3.129  0.012
H  0.547  7.720  4.812  0.012

Net charge: 0
HOMO energy (spin up / spin down): -7.4 / -7.4 eV
Spin multiplicity: 2



[2]
A 7-piece molecular cluster, C7H28N14O7 overall at a distorted geometry. Source: the Open Molecules 2025 dataset; level of theory: ωB97M-V with the def2-TZVPD basis set.

Last column: Löwdin charge in e.
Cartesian coordinates (Å):
N  0.548  5.951  1.770  0.120
C  0.241  4.598  2.051  -0.635
N  -1.114  4.239  1.833  0.135
O  1.004  3.861  2.650  0.017
H  -0.307  6.491  1.781  0.083
H  1.398  6.385  2.098  0.094
H  -1.457  3.294  2.076  0.070
H  -1.564  4.720  1.059  0.089
N  3.146  4.425  -0.240  0.140
C  3.982  3.490  -0.924  -0.610
N  5.280  3.921  -1.048  0.145
O  3.583  2.438  -1.388  0.021
H  3.717  4.879  0.489  0.097
H  2.214  4.256  0.075  0.059
H  5.996  3.340  -1.439  0.102
H  5.584  4.869  -0.893  0.097
N  -3.165  -5.077  0.291  0.122
C  -2.477  -3.862  0.196  -0.562
N  -1.081  -4.088  -0.407  0.123
O  -2.953  -2.795  0.468  0.031
H  -4.015  -5.050  0.873  0.114
H  -2.759  -5.925  -0.046  0.080
H  -0.806  -4.956  -0.001  0.043
H  -0.408  -3.361  -0.221  0.016
N  -2.556  -0.699  -1.866  0.167
C  -3.575  0.286  -1.652  -0.587
N  -4.746  0.103  -2.423  0.130
O  -3.500  1.155  -0.807  0.007
H  -2.554  -1.043  -2.773  0.057
H  -1.640  -0.610  -1.441  0.076
H  -4.915  -0.742  -2.960  0.094
H  -5.496  0.732  -2.176  0.094
N  -2.752  1.434  2.094  0.145
C  -2.107  0.653  3.030  -0.586
N  -1.524  -0.655  2.569  0.119
O  -2.018  0.921  4.198  0.050
H  -3.440  2.120  2.413  0.120
H  -3.005  0.967  1.232  0.058
H  -2.153  -1.313  2.122  0.055
H  -1.157  -0.995  3.434  0.072
N  0.462  0.253  0.282  0.178
C  1.090  -0.598  -0.566  -0.706
N  2.140  -0.185  -1.239  0.202
O  0.584  -1.699  -0.629  -0.022
H  0.890  1.113  0.534  0.088
H  -0.128  -0.179  0.968  0.054
H  2.632  -0.828  -1.837  0.097
H  2.585  0.718  -1.046  0.073
N  2.987  -5.455  -0.684  0.120
C  2.845  -4.852  -1.986  -0.609
N  2.677  -3.458  -2.031  0.133
O  2.833  -5.574  -2.966  0.025
H  3.244  -6.432  -0.726  0.089
H  3.392  -4.871  0.024  0.075
H  2.003  -3.230  -1.306  0.050
H  2.314  -3.083  -2.887  0.091

Net charge: 0
HOMO energy: -9.6 eV
SMILES: NC(N)=O.NC(N)=O.NC(N)=O.NC(N)=O.NC(N)=O.NC(N)=O.NC(N)=O



[3]
C6H12 as an isolated structure at a distorted geometry. Source: the Open Molecules 2025 dataset; level of theory: ωB97M-V with the def2-TZVPD basis set.

Last column: Löwdin charge in e.
Cartesian coordinates (Å):
C  1.318  -1.008  1.558  -0.111
C  -0.264  -0.653  0.032  -0.211
C  0.413  -1.331  -1.127  -0.065
C  -0.477  0.731  0.055  -0.356
C  -0.476  1.815  -0.929  -0.121
C  -1.619  1.643  0.080  -0.117
H  1.195  -0.638  2.584  0.020
H  1.246  -2.105  1.593  0.021
H  2.316  -0.736  1.195  0.021
H  -0.959  -1.277  0.592  0.138
H  -0.345  -1.393  -1.924  0.097
H  1.236  -0.729  -1.518  0.093
H  0.759  -2.344  -0.908  0.079
H  0.464  0.087  0.940  0.140
H  0.187  2.673  -0.806  0.092
H  -0.704  1.587  -1.970  0.094
H  -2.572  1.297  -0.321  0.095
H  -1.717  2.382  0.875  0.090

Net charge: 0
HOMO energy: -6.8 eV



[4]
C4H4KO5 as an isolated structure at a distorted geometry. Source: the Open Molecules 2025 dataset; level of theory: ωB97M-V with the def2-TZVPD basis set.

Last column: Löwdin charge in e.
Cartesian coordinates (Å):
O  -2.944  -0.251  0.308  -0.025
C  -4.127  -0.594  -0.129  -0.296
O  -5.002  -0.944  -0.784  0.216
K  -2.051  1.469  2.518  0.667
O  1.725  -0.402  -1.039  -0.077
C  3.006  -0.003  -0.756  -0.843
C  0.599  0.324  -0.468  -0.367
O  3.872  -0.872  -1.009  -0.090
O  3.195  1.151  -0.318  -0.083
C  0.141  -0.128  0.894  -0.223
H  -0.220  0.177  -1.191  0.075
H  0.858  1.392  -0.492  0.078
H  -0.075  -1.216  0.895  -0.019
H  1.024  -0.103  1.570  -0.012

Net charge: -1
HOMO energy (spin up / spin down): -2.7 / -2.7 eV



The records above yield relative energy (zero: lowest compared OMol25 entry of this formula, charge and spin) values of 14.86 147.23 631.00 295.51 kJ/mol, respectively.